No. 1
27
Properties=species:S:1:pos:R:3:forces:R:3:mulliken_charge:R:1 method="wB97M-V/def2-TZVPD" gap_ha=0.3559 lumo_ev=-3.310 relative_energy_kcal_mol=73.04 total_charge=+1
C -0.2395 0.7653 0.0166 -2.7 -5.3 0.0 0.335
C -2.9179 -0.2883 -0.0824 0.0 3.6 0.5 -0.765
C -2.4776 0.9548 -0.9778 -3.3 -0.1 1.9 -0.512
C -1.9293 -1.3715 -0.0477 1.0 -4.0 0.3 -0.392
C 0.5508 -1.6066 0.4162 -0.7 -1.5 -2.2 -0.818
C 1.6263 -0.5273 0.6417 -0.9 -1.9 4.1 0.333
C 2.9378 -0.7855 -0.0271 1.1 3.1 -0.7 -1.449
C 1.8985 1.8534 0.3955 -0.2 2.0 -1.6 -1.023
N -1.2328 1.4578 -0.5399 4.3 3.1 1.4 -0.112
N -0.7428 -1.0391 0.6653 1.7 6.3 -0.3 -0.235
N 1.0494 0.7193 0.1840 -1.7 1.3 -0.1 -0.003
H -3.1650 0.0864 0.9880 0.7 -0.6 -1.7 0.315
H -3.8533 -0.5210 -0.5109 -1.0 -1.0 -0.4 0.411
H -2.4496 0.6886 -2.0413 -0.1 0.2 0.2 0.285
H -3.2582 1.8322 -0.7492 1.6 -2.1 -0.9 0.322
H -2.3651 -2.1915 0.6354 0.3 0.7 -1.4 0.321
H -1.5403 -1.8418 -1.0090 -1.4 0.5 0.5 0.353
H 0.6564 -1.9151 -0.7021 -0.2 0.2 1.4 0.367
H 0.5356 -2.5701 1.0183 0.9 1.3 -0.4 0.375
H 1.7359 -0.3971 1.8254 0.0 -0.3 -2.3 0.381
H 3.2553 -1.7542 -0.2653 -0.2 -1.7 0.2 0.407
H 3.7515 -0.3107 0.5870 -0.6 -0.4 -0.8 0.349
H 2.8833 -0.2527 -1.0308 0.3 -0.6 1.1 0.348
H 1.4300 2.8391 0.2012 -0.3 -0.7 0.4 0.390
H 2.6830 1.8555 -0.3308 0.8 -0.3 -0.2 0.351
H 2.2683 1.8145 1.3813 0.6 0.1 1.2 0.370
H -1.0907 2.5058 -0.6416 -0.1 -1.8 -0.1 0.294

***

No. 2
27
Properties=species:S:1:pos:R:3:forces:R:3:mulliken_charge:R:1 method="wB97M-V/def2-TZVPD" gap_ha=0.3136 lumo_ev=-3.639 relative_energy_kcal_mol=160.78 total_charge=+1
C 2.0637 1.3909 -0.0062 -1.0 -3.0 -0.6 -0.289
C -0.5263 -0.6633 0.0447 2.3 0.9 -2.6 0.126
C -2.4489 2.0825 -0.6177 5.3 -1.2 -0.9 -0.947
C -2.0361 -0.7731 1.5830 0.2 0.0 2.9 -1.352
C -2.4721 0.5044 -0.7663 -3.1 1.8 -1.5 -0.373
C 3.6756 -0.0010 1.1155 2.1 0.9 -2.7 -0.755
C 0.4287 -2.2180 -1.5936 0.9 3.3 0.8 -0.936
C -1.7193 -0.2412 0.2263 1.1 -1.8 1.2 0.511
N 1.8537 -0.9630 -0.1028 1.7 -1.7 0.1 -1.013
N 2.4903 0.1568 0.1991 -2.1 2.4 0.3 0.548
N 0.5300 -1.0386 -0.5489 -0.1 -1.4 -0.1 0.457
H 2.4860 2.2627 0.3012 2.0 1.7 1.2 0.208
H -3.0200 2.5157 0.1008 -2.4 0.7 2.0 0.368
H -1.4008 2.1814 -0.1023 -1.4 0.6 -1.3 0.148
H -2.4577 2.7454 -1.5194 0.0 -1.2 0.5 0.294
H -1.7666 0.0426 2.2891 -0.4 -0.4 -0.2 0.303
H -3.0572 -1.0121 1.7686 -0.9 -0.2 -0.1 0.429
H -1.4186 -1.6577 2.0202 -0.7 1.3 -1.4 0.295
H -2.1917 0.1851 -1.8141 -0.2 0.4 1.3 0.353
H -3.5500 0.2443 -0.6020 0.8 -0.2 -0.4 0.344
H 1.1234 1.5823 -0.4512 -0.8 -0.5 -0.8 0.281
H 3.7099 1.0009 1.5459 0.2 -0.7 0.9 0.276
H 3.5907 -0.8937 1.6999 -0.4 0.0 0.6 0.336
H 4.6915 -0.0877 0.5309 -2.2 0.0 0.6 0.293
H -0.5858 -2.5089 -1.6623 -1.0 0.2 -0.8 0.367
H 1.0453 -1.8226 -2.4075 -1.0 -0.2 -0.4 0.343
H 0.9622 -3.0141 -1.2311 1.4 -1.9 1.3 0.384

***

No. 3
31
Properties=species:S:1:pos:R:3:forces:R:3:mulliken_charge:R:1 method="wB97M-V/def2-TZVPD" gap_ha=0.2706 lumo_ev=-0.283 relative_energy_kcal_mol=90.48 total_charge=0
C -3.1028 0.7756 0.6140 -0.3 -0.5 -1.0 -0.308
C -2.6389 -1.0460 -0.7672 1.1 -0.7 1.1 -0.068
C -1.3022 1.3468 -0.8109 -0.7 1.3 0.1 -0.413
C 1.5538 -2.5812 0.5721 2.8 -0.7 0.1 -0.902
C 3.1653 1.3523 -0.1676 -1.0 -2.2 -2.7 -0.810
C -2.8978 3.1421 -0.1542 0.5 -0.7 -0.1 -0.936
C 0.6900 -1.7335 1.3330 -2.3 2.0 2.2 -0.266
C 1.7453 1.3964 -0.9360 1.4 2.2 1.6 -0.385
N -3.2309 -0.3847 0.1292 -0.9 0.2 -0.1 -0.213
N -2.3516 1.7296 -0.1366 0.0 0.8 -0.2 0.267
N -3.0516 -1.8150 -1.7258 -1.6 0.6 -1.9 -0.339
O -0.1023 -0.8323 -2.0679 0.2 -0.8 -2.2 -0.747
O -0.4383 -1.3379 0.5004 0.1 1.6 -0.6 -0.280
O 0.8690 0.6137 -0.1814 -1.2 -0.9 0.6 -0.225
P -0.4260 -0.2492 -0.7910 0.8 0.0 4.0 0.952
H -3.6147 1.0079 1.5013 -0.1 0.6 1.2 0.434
H 1.2687 -3.6318 0.4102 0.1 0.6 0.0 0.274
H 1.6822 -1.9996 -0.3078 0.3 -0.3 -1.5 0.243
H 2.5416 -2.4435 1.0677 -0.3 -1.0 -0.3 0.349
H 3.1201 0.3014 0.2669 0.6 1.5 0.0 0.127
H 3.9089 1.3145 -1.0223 -0.4 0.2 1.3 0.308
H 3.3830 2.1615 0.5156 -0.2 -0.1 0.2 0.297
H -2.1081 3.8221 -0.3626 0.9 0.4 0.1 0.347
H -3.5862 3.2973 -0.9546 -0.7 -0.5 -0.7 0.359
H -3.4200 3.4550 0.7462 0.3 -0.6 0.4 0.322
H 1.2853 -0.8812 1.8163 -1.1 -0.7 -1.0 0.202
H 0.1489 -2.2167 2.1625 0.4 0.0 -0.1 0.331
H 1.8450 0.9513 -1.9049 0.1 0.1 -0.7 0.388
H 1.4165 2.5025 -0.9653 0.1 -1.8 -0.3 0.185
H -2.3742 -2.5285 -1.9732 -0.2 0.4 -0.8 0.271
H -3.8376 -1.5292 -2.3982 1.4 -1.1 1.4 0.235

***

No. 4
28
Properties=species:S:1:pos:R:3:forces:R:3:lowdin_spin:R:1 method="wB97M-V/def2-TZVPD" gap_ha="0.1752 / 0.2637" lumo_ev="0.904 / -1.856" relative_energy_kcal_mol=0.00 multiplicity=3 total_charge=0
C 0.0533 3.7335 0.6024 -2.3 1.3 -1.8 0.428
C 0.2192 1.5766 0.5743 -3.5 0.9 -6.5 0.198
C -1.9279 0.1529 -1.3779 0.5 -1.7 1.4 0.018
C 0.2360 -0.7707 -2.4117 -0.8 1.1 -0.3 0.007
C -0.5324 -0.9069 1.9760 -2.2 3.2 1.1 0.015
C 1.8323 -1.0700 1.1366 2.2 2.4 -1.0 0.013
C -0.4095 0.2699 -1.4204 0.2 0.0 0.6 0.022
C 0.3476 -0.8703 0.7493 0.5 -0.7 0.6 0.025
N -0.3043 2.6565 -0.0377 -1.4 -1.9 -3.1 0.039
N 0.8119 1.9385 1.6669 3.7 1.2 6.4 0.496
N 0.8307 3.3447 1.6184 3.6 -2.9 4.0 0.357
N 0.1373 0.3239 -0.0460 0.5 0.8 1.7 0.322
H -0.0937 4.7538 0.3666 -0.2 0.5 -0.5 0.040
H -2.1224 -0.9759 -1.3796 -0.5 1.6 0.2 0.001
H -2.2809 0.6659 -0.4505 -0.1 -0.5 -0.9 0.001
H -2.3187 0.6147 -2.2569 -0.6 0.2 -0.6 0.002
H -0.4208 -1.6783 -2.5001 0.4 0.9 -0.1 0.000
H 1.1890 -1.1697 -1.9926 -0.2 0.8 -0.9 0.000
H 0.2291 -0.1569 -3.4428 0.6 -1.9 2.2 0.001
H -1.6803 -0.6404 1.7959 2.5 -0.5 0.0 -0.001
H -0.5439 -1.8070 2.5322 0.3 -1.2 0.2 0.001
H -0.1448 -0.0963 2.6833 -0.6 -1.0 -0.8 0.002
H 2.3429 -1.8342 0.5329 -0.4 -0.1 0.4 0.000
H 2.0750 -1.1888 2.2062 -0.6 -0.2 -0.4 0.001
H 2.4387 -0.0945 0.8355 -1.3 -1.8 0.7 0.000
H -0.1951 1.2901 -1.6431 0.2 0.6 -1.2 0.003
H 0.0589 -1.7004 0.1369 -0.1 -0.4 -0.7 0.000
H 1.1114 3.8457 2.4613 -0.4 -0.6 -0.5 0.010